Molecular formula: C4H8O3
Method: DFT, the ωB97M-V functional and the def2-TZVPD basis

ORCA input file:
```
! RIJCOSX wB97M-V def2-TZVPD def2/J DEFGRID3
* xyz 0 1
C -1.70 0.99 -0.44
C -0.21 0.67 -0.49
O 0.51 1.34 0.53
C 0.01 -0.84 -0.43
O 1.41 -1.17 -0.37
C 1.95 -1.18 0.85
O 1.36 -0.97 1.89
H -2.21 0.71 -1.37
H -1.82 2.06 -0.28
H -2.19 0.46 0.39
H 0.22 1.05 -1.43
H 0.41 0.84 1.35
H -0.36 -1.32 -1.34
H -0.49 -1.27 0.44
H 3.01 -1.44 0.78
*
```

Results
HOMO-LUMO gap   11.29 eV
ΔE to the lowest compared entry with this formula, charge and spin   88.53 kJ/mol
Structure (SMILES)   C[C@@H](O)COC=O
Calculated total energy   -382.93110 hartree



Molecular formula: C4H8O3
Method: DFT, the ωB97M-V functional and the def2-TZVPD basis

ORCA input file:
```
! RIJCOSX wB97M-V def2-TZVPD def2/J DEFGRID3
* xyz 0 1
O -0.95 -1.25 -0.87
C -0.06 -0.44 -0.92
C 1.00 -0.36 0.14
C 0.65 0.95 0.99
C 0.71 0.64 2.45
O 1.75 0.61 3.05
H 0.10 0.24 -1.77
H 1.02 -1.20 0.83
H 1.99 -0.20 -0.28
H -0.26 1.46 0.66
H 1.46 1.64 0.81
H -0.21 0.42 3.00
O -2.48 -0.18 -3.73
H -2.53 0.05 -2.79
H -1.91 -0.95 -3.67
*
```

Results
HOMO-LUMO gap   10.75 eV
ΔE to the lowest compared entry with this formula, charge and spin   192.80 kJ/mol
Structure (SMILES)   O=CCCC=O.O
Calculated total energy   -382.89138 hartree